(1)
15
Properties=species:S:1:pos:R:3 method="wB97M-V/def2-TZVPD" relative_energy_kcal_mol=0.0 smiles=C[Si@@H]1C[Si@@H]1C
C 2.1313 0.9201 0.3214
Si 1.3379 -0.8274 0.4044
C 0.1863 -0.9860 -1.1495
Si -1.0735 -0.6041 0.2676
C -2.4460 0.7082 0.3430
H 1.6098 1.6300 0.9573
H 3.1734 0.9219 0.6300
H 2.0920 1.3147 -0.6911
H 2.5148 -1.8584 0.6922
H 0.3278 -0.2649 -1.9454
H 0.0643 -1.9653 -1.5944
H -1.7054 -1.8832 0.6600
H -2.1599 1.5639 0.9487
H -2.7261 1.0710 -0.6424
H -3.3268 0.2595 0.7982

(2)
92
Properties=species:S:1:pos:R:3 method="wB97M-V/def2-TZVPD" multiplicity=2 s_squared=0.789 charge=+3 total_energy_ha=-3343.7815
Ir -0.5364 0.4302 -0.4169
O 0.8785 -3.2871 0.0384
S 1.0935 -1.8741 0.2534
C 0.8343 -1.6761 2.0458
C 1.8156 -1.8772 2.9942
C 1.4487 -1.9893 4.3313
C 0.1097 -1.9592 4.6873
C -0.8742 -1.7402 3.7336
C -0.5146 -1.5662 2.3987
P -1.6816 -1.1623 1.0423
C -3.2461 -0.7877 1.8810
C -4.4229 -1.3627 1.3997
C -5.6101 -1.1789 2.0867
C -5.6422 -0.3819 3.2227
C -4.4847 0.2465 3.6639
C -3.2901 0.0544 2.9956
C -1.9820 -2.7317 0.1857
C -2.0417 -2.7376 -1.2057
C -2.3022 -3.9208 -1.8711
C -2.4638 -5.1001 -1.1505
C -2.3898 -5.0932 0.2369
C -2.1607 -3.9113 0.9139
C 2.8456 -1.5188 0.0277
C 3.7881 -2.5304 0.0397
C 5.1046 -2.2258 -0.2740
C 5.4473 -0.9343 -0.6547
C 4.4929 0.0694 -0.6892
C 3.1751 -0.2140 -0.3277
P 1.9025 1.0885 -0.4129
C 2.5154 1.9998 -1.8648
C 2.7376 1.2735 -3.0412
C 3.2570 1.9098 -4.1531
C 3.5323 3.2720 -4.1063
C 3.3193 3.9882 -2.9363
C 2.8021 3.3619 -1.8156
C 2.2465 2.1886 0.9907
C 3.3890 2.1654 1.7542
C 3.6157 3.1350 2.7369
C 2.7364 4.2279 2.8632
C 1.5746 4.2792 2.1573
C 1.1482 3.1432 1.3109
H 2.8490 -1.9713 2.6985
H 2.2090 -2.1441 5.0824
H -0.1771 -2.1084 5.7177
H -1.9157 -1.7272 4.0228
H -4.3967 -1.9731 0.5095
H -6.5061 -1.6657 1.7388
H -6.5647 -0.2580 3.7675
H -4.5163 0.8753 4.5419
H -2.3884 0.5291 3.3647
H -1.8889 -1.8128 -1.7554
H -2.3780 -3.9303 -2.9461
H -2.6419 -6.0275 -1.6725
H -2.5110 -6.0133 0.7892
H -2.1213 -3.9004 1.9953
H 3.4818 -3.5412 0.2697
H 5.8549 -3.0023 -0.2526
H 6.4615 -0.7104 -0.9512
H 4.7582 1.0626 -1.0258
H 2.5370 0.2110 -3.0736
H 3.4507 1.3475 -5.0546
H 3.9174 3.7718 -4.9837
H 3.5601 5.0399 -2.8932
H 2.6602 3.9193 -0.9031
H 4.1489 1.4159 1.5718
H 4.5052 3.0914 3.3459
H 3.0110 5.0417 3.5172
H 0.9334 5.1453 2.2025
H 0.5930 3.4634 0.4186
N 0.0413 2.2962 2.1089
C -1.1834 2.9932 2.4390
C -1.2135 3.7822 3.5645
C -2.3685 4.4931 3.9028
C -3.4931 4.3729 3.1302
C -3.5024 3.5500 1.9846
C -4.6535 3.3928 1.1856
C -4.6017 2.5530 0.1055
C -3.4099 1.8750 -0.1781
N -2.3017 2.0149 0.5261
C -2.3224 2.8389 1.6082
H 0.4988 1.9561 2.9577
H -0.1890 1.4956 1.4572
H -0.3401 3.8454 4.1987
H -2.3534 5.1296 4.7731
H -4.3942 4.9074 3.3932
H -5.5531 3.9359 1.4334
H -5.4554 2.4115 -0.5349
H -3.3871 1.2045 -1.0270
F -2.0868 1.5025 -2.8805
C -0.8259 1.3687 -2.4292
F -0.4478 2.6197 -1.9489
H -0.1750 1.1398 -3.2828

(3)
10
Properties=species:S:1:pos:R:3 method="wB97M-V/def2-TZVPD" relative_energy_kcal_mol=65.2 smiles=N#C[C@@](N)(O)S
N -2.2926 -0.8687 -0.0662
C -1.2446 -0.3989 0.0599
C 0.0544 0.2740 0.2192
N 0.3987 1.0296 -0.8075
O 0.1717 0.8778 1.3985
S 1.2975 -1.5732 0.0585
H 1.0214 1.8155 -0.7151
H 0.0307 0.5613 -1.6918
H 0.4089 0.2755 2.0894
H 0.1538 -1.9928 -0.5448

(4)
20
Properties=species:S:1:pos:R:3 method="wB97M-V/def2-TZVPD" multiplicity=2 s_squared=0.762 relative_energy_kcal_mol=75.2 charge=+1
C -1.7749 -1.2464 -1.9111
C -0.1777 -1.0098 -1.7904
C 0.1917 0.1457 -0.8031
C 1.3337 -0.2124 0.1412
C 1.3412 0.4333 1.3766
N 2.6010 -0.3307 -0.5250
H -1.9919 -1.0616 -2.9758
H -1.9241 -2.3354 -1.6427
H -2.2857 -0.4497 -1.2643
H 0.0815 -0.7252 -2.8393
H 0.0793 -2.0551 -1.6898
H -0.7192 0.0324 -0.1247
H 0.2700 1.0406 -1.4560
H 0.4984 1.2909 1.5294
H 2.1654 0.4015 2.2253
H 2.3737 -0.9417 -1.3526
H 3.2067 -0.6149 0.2378
H -1.1698 2.4937 4.8428
H -2.4552 2.8368 4.0418
O -1.6442 2.3082 3.9798

(5)
73
Properties=species:S:1:pos:R:3 method="wB97M-V/def2-TZVPD" multiplicity=2 s_squared=0.758 charge=+1 total_energy_ha=-1517.0053
N -7.1762 3.4232 15.7318
C -8.1681 4.1726 15.1441
C -9.5220 4.1234 15.4306
C -9.9634 3.0937 16.3429
C -9.0228 2.2169 16.8646
C -7.6378 2.4047 16.5525
H -7.8125 4.8906 14.4199
H -10.2086 4.7760 14.9120
H -10.9769 2.8504 16.6257
H -9.2745 1.4641 17.5971
H -6.9206 1.7518 17.0275
N -10.5380 -1.0272 13.9085
C -9.4805 -0.3298 14.4249
C -8.7273 -0.8176 15.4951
C -9.1590 -1.9760 16.1783
C -10.3671 -2.5881 15.7652
C -10.9856 -2.0738 14.6182
H -9.2921 0.5987 13.9064
H -7.9625 -0.2788 16.0347
H -8.6492 -2.2796 17.0807
H -10.6718 -3.4622 16.3215
H -11.7914 -2.5775 14.1051
N -9.0267 8.8509 11.1953
C -9.4537 7.7221 11.6722
C -10.3240 7.6424 12.8043
C -10.5670 8.7500 13.5605
C -10.0533 9.9708 13.0614
C -9.2827 10.0315 11.8758
H -9.3865 6.8529 11.0348
H -10.7635 6.6765 13.0050
H -11.0329 8.7091 14.5340
H -10.2188 10.8623 13.6482
H -8.9319 10.9527 11.4347
C -2.9627 2.0710 14.8228
C -2.7901 2.4930 13.3773
O -3.5238 1.9525 12.5655
C -1.9278 3.6408 13.0625
H -3.9203 1.5523 14.8674
H -3.0522 2.9948 15.3943
H -2.1720 1.4033 15.1649
H -0.9487 3.5494 13.5328
H -2.3657 4.5924 13.3637
H -1.8710 3.6514 11.9740
C -1.6777 -1.5435 8.9098
C -3.0339 -1.0068 8.9068
O -3.7934 -1.1096 7.9892
C -3.3971 -0.2097 10.1703
H -1.6864 -2.4633 9.4946
H -0.9572 -0.8322 9.3135
H -1.3474 -1.8920 7.9313
H -2.8000 0.6996 10.1009
H -3.2264 -0.7486 11.1023
H -4.4225 0.1510 10.0898
C -6.7563 2.4067 12.1502
C -6.9308 3.8407 11.5126
O -7.9363 4.5821 11.7286
C -5.6915 4.5408 10.9743
H -6.2521 1.8646 11.3502
H -7.7942 2.1299 12.3349
H -6.1695 2.4183 13.0687
H -5.7848 5.3736 10.2772
H -5.1331 3.7220 10.5205
H -5.0302 4.7542 11.8141
C -4.3119 2.8904 8.0495
C -3.6115 2.3620 6.9033
O -2.4149 2.5658 6.8638
C -4.2862 1.6046 5.8088
H -4.5451 3.9200 7.7779
H -3.8173 2.8385 9.0194
H -5.2968 2.4264 8.1019
H -5.3050 1.9199 5.5835
H -4.3257 0.5296 5.9847
H -3.8578 1.6493 4.8075

(6)
20
Properties=species:S:1:pos:R:3 method="wB97M-V/def2-TZVPD" relative_energy_kcal_mol=21.0
C -0.9705 -1.2941 0.2170
C 0.1476 -2.1749 -0.4948
C -0.4260 -0.3705 1.2779
C -0.8996 2.6366 0.4533
O 0.6003 0.8681 -1.2732
O 1.9837 -0.1136 -2.9039
O 0.5243 -1.5831 -1.7483
O 2.1827 -0.4364 -0.4058
Si 0.3590 1.2005 0.3895
S 1.4351 -0.3051 -1.6142
Cl 2.0179 1.8698 1.2620
H -1.6277 -0.8871 -0.6419
H -1.6002 -1.9282 0.7143
H 1.0371 -2.4785 -0.0256
H -0.3668 -3.0813 -0.8194
H -1.3268 0.0691 1.7244
H 0.1952 -0.9096 2.0945
H -1.8512 2.3347 0.8661
H -0.5284 3.2211 1.2860
H -0.8857 3.3626 -0.3579

(7)
90
Properties=species:S:1:pos:R:3 method="wB97M-V/def2-TZVPD" relative_energy_kcal_mol=0.0
Ir 1.7686 -1.1393 -0.1569
C -1.9860 -4.2574 0.0183
C -1.8614 -3.2437 1.1078
N -2.7567 -3.2250 2.0605
C -2.6506 -2.3342 3.0315
C -1.6043 -1.4245 3.1277
C -1.6383 -0.4202 4.2513
O -1.6943 0.8657 3.6657
C -0.6194 -1.4147 2.1401
C 0.5639 -0.4691 2.2278
N 1.8282 -1.1468 2.0656
C 2.8946 -0.9530 2.8350
C 2.8914 -0.4077 4.1494
C 4.0444 -0.2248 4.8738
C 5.2817 -0.5897 4.3574
C 5.3410 -1.1292 3.0793
C 4.1879 -1.2735 2.3483
I 4.3567 -1.9372 0.3003
C -0.7625 -2.3244 1.0566
O -0.0017 -2.3923 0.0221
H -2.7723 -4.9634 0.2600
H -1.0384 -4.7794 -0.0959
H -2.2184 -3.7689 -0.9266
H -3.4362 -2.3549 3.7749
H -0.7527 -0.5111 4.9013
H -2.5280 -0.5980 4.8705
H -1.9131 1.5331 4.3234
H 0.4970 0.0623 3.1792
H 1.9419 -0.1412 4.5906
H 3.9834 0.2168 5.8598
H 6.1866 -0.4570 4.9257
H 6.2932 -1.4114 2.6551
C 2.2764 -0.1043 -3.2790
N 1.7643 -1.2923 -2.5642
C 2.5650 -2.4593 -2.9925
N 2.5201 -2.6495 -4.4287
C 3.0264 -1.4441 -5.0747
N 2.2318 -0.2733 -4.7187
C 0.8469 -0.5122 -5.1161
N 0.3056 -1.6997 -4.4666
C 0.3760 -1.5178 -3.0283
C 1.1324 -2.8413 -4.8377
H 3.3137 0.0812 -2.9794
H 1.6598 0.7576 -3.0124
H 2.1766 -3.3555 -2.4998
H 3.6088 -2.3143 -2.6897
H 2.9916 -1.5781 -6.1588
H 4.0643 -1.2792 -4.7663
H 0.8103 -0.6460 -6.2008
H 0.2410 0.3569 -4.8420
H -0.0242 -2.4042 -2.5289
H -0.2304 -0.6518 -2.7502
H 1.0984 -2.9691 -5.9233
H 0.7361 -3.7396 -4.3575
C 0.6388 0.4947 1.0380
Ge -0.9695 1.4953 0.5309
C -0.4784 2.5362 -1.1071
C -1.4544 3.2468 -1.7963
C -1.1454 3.9907 -2.9210
C 0.1599 4.0435 -3.3811
C 1.1457 3.3417 -2.7067
C 0.8248 2.5959 -1.5819
C -2.5504 0.4391 -0.0117
C -2.6372 0.0490 -1.3414
C -3.6869 -0.7272 -1.7956
C -4.6732 -1.1325 -0.9126
C -4.6032 -0.7471 0.4160
C -3.5505 0.0349 0.8606
C -1.3431 2.8777 1.9216
C -2.6242 3.3144 2.2197
C -2.8400 4.2472 3.2208
C -1.7724 4.7538 3.9423
C -0.4898 4.3144 3.6620
C -0.2839 3.3824 2.6618
H 1.4139 1.2358 1.2699
H -2.4749 3.2068 -1.4395
H -1.9219 4.5317 -3.4416
H 0.4063 4.6295 -4.2569
H 2.1692 3.3724 -3.0569
H 1.5950 2.0386 -1.0565
H -1.8827 0.3813 -2.0428
H -3.7283 -1.0123 -2.8382
H -5.4989 -1.7436 -1.2520
H -5.3730 -1.0715 1.1027
H -3.5045 0.3412 1.8939
H -3.4612 2.9040 1.6716
H -3.8459 4.5722 3.4477
H -1.9392 5.4890 4.7161
H 0.3454 4.6913 4.2342
H 0.7182 3.0290 2.4625

(8)
77
Properties=species:S:1:pos:R:3 method="wB97M-V/def2-TZVPD" relative_energy_kcal_mol=84.1 charge=+1
Rb 2.6655 -3.5444 -2.2925
Rb -1.1402 -2.6558 -4.2685
O 0.0678 0.3836 -0.5124
C 0.2439 -0.7907 -1.0295
O -0.6624 -1.2411 -1.7466
O 1.2722 -1.4252 -0.8261
H -0.7728 0.2770 -0.9635
C -0.7727 3.0638 -2.7549
C -1.9045 2.9422 -3.7619
O -2.2196 3.8800 -4.4194
C -2.8136 1.7273 -3.6753
H -0.2535 2.1404 -2.4983
H -1.2730 3.4948 -1.8876
H -0.1005 3.8175 -3.1651
H -3.5987 1.8992 -4.4116
H -3.2932 1.6575 -2.6989
H -2.3199 0.8067 -3.9864
C 4.8541 0.1460 -0.5482
C 4.2498 1.3544 -1.2539
O 4.5326 2.5136 -0.9251
C 3.2292 1.1301 -2.3508
H 5.4769 0.5294 0.2600
H 5.4736 -0.4426 -1.2248
H 4.1045 -0.5204 -0.1215
H 2.8727 2.0978 -2.7036
H 2.4172 0.6192 -1.8333
H 3.6272 0.4951 -3.1423
C -0.4616 3.7997 2.0527
C 0.3226 3.8326 0.7496
O 0.0292 4.5858 -0.1559
C 1.6247 3.0321 0.7366
H -0.4109 2.7881 2.4554
H -1.4796 4.1808 1.9718
H -0.0049 4.4557 2.7938
H 1.5181 1.9570 0.5921
H 2.2411 3.2742 1.6024
H 2.2245 3.3074 -0.1309
C -0.4566 -6.8175 0.2873
C -0.0730 -5.5019 -0.3634
O 1.0987 -5.1735 -0.4705
C -1.2189 -4.6548 -0.9301
H -1.2772 -6.6744 0.9903
H 0.4038 -7.1450 0.8708
H -0.8005 -7.6152 -0.3711
H -1.4515 -4.8896 -1.9688
H -1.0391 -3.5857 -0.8170
H -2.1157 -4.8342 -0.3371
C -3.4025 4.9177 -0.1699
C -4.2051 3.6954 -0.6507
O -5.1559 3.8418 -1.3517
C -3.7323 2.2754 -0.1907
H -2.4217 4.7862 -0.6271
H -3.4352 4.9590 0.9188
H -3.8944 5.7324 -0.7014
H -4.5222 1.5278 -0.2637
H -3.5103 2.3445 0.8742
H -2.8032 1.9967 -0.6880
C 2.5794 -1.8518 2.3671
C 3.4161 -2.7588 3.2755
O 4.4813 -2.3591 3.7676
C 2.9211 -4.1186 3.5584
H 3.1521 -0.9975 2.0062
H 1.6744 -1.5041 2.8652
H 2.1926 -2.4961 1.5776
H 2.3522 -4.1284 4.4881
H 3.7098 -4.8337 3.7922
H 2.3229 -4.5941 2.7811
C -1.8497 0.3180 2.0481
C -1.4221 -0.9067 2.8030
O -1.2073 -0.8442 3.9954
C -1.0664 -2.1453 1.9629
H -2.4862 -0.0184 1.2297
H -0.9434 0.7598 1.6340
H -2.4323 0.9976 2.6701
H -1.9819 -2.5924 1.5756
H -0.4851 -2.8746 2.5271
H -0.4800 -1.8054 1.1093

(9)
14
Properties=species:S:1:pos:R:3 method="wB97M-V/def2-TZVPD" relative_energy_kcal_mol=67.8 smiles="C#CC/C=C/C"
C 0.5528 -1.1548 -2.7443
C 0.1369 -0.9611 -1.6211
C -0.4928 -0.9602 -0.3689
C 0.2527 -0.1844 0.7413
C -0.4411 0.9332 1.0964
C 0.1033 1.8164 2.1522
H 0.8137 -1.2327 -3.8490
H -1.4992 -0.5260 -0.3804
H -0.5623 -2.0761 -0.0780
H 1.2657 -0.4349 1.2506
H -1.4795 1.2631 0.4475
H 1.1924 1.5705 2.3144
H -0.4252 1.7650 3.0984
H 0.0239 2.7364 1.6625

(10)
24
Properties=species:S:1:pos:R:3 method="wB97M-V/def2-TZVPD" relative_energy_kcal_mol=101.0 charge=+1
C 2.0310 -0.2364 0.7232
O 1.0254 -0.4133 1.7774
C 1.6688 0.9629 -0.0432
C 0.4305 1.0190 -0.7677
C 0.0891 -0.3739 -1.4054
C -0.9065 1.4809 -0.0378
C -2.0254 1.8454 -0.9951
N -0.5824 -3.5544 1.5522
H 2.9861 -0.0771 1.2388
H 2.0133 -1.1657 0.1649
H 0.7866 0.4914 2.0162
H 2.4171 1.6998 -0.3390
H 0.4994 1.7273 -1.6057
H -0.7914 -0.2069 -2.0265
H -0.3125 -1.0977 -0.6983
H 0.9154 -0.8039 -1.9691
H -0.6639 2.3470 0.5747
H -1.3192 0.6978 0.6047
H -2.8930 2.1640 -0.4088
H -1.7848 2.6161 -1.7287
H -2.4440 0.9558 -1.4716
H -0.6149 -3.5930 2.5470
H -0.7210 -2.6031 1.2765
H 0.1964 -3.8822 1.0215

(11)
54
Properties=species:S:1:pos:R:3 method="wB97M-V/def2-TZVPD" relative_energy_kcal_mol=28.8 smiles="CSC1(C(=O)N2C[C@H]3CSC[C@@]3(C)C2)CN(C(=O)[C@@H]2CC3(CC3)CO2)C1"
C -2.6749 2.2595 2.0020
S -1.9259 0.6446 1.7141
C -0.2572 1.1493 1.2136
C -0.3251 2.0857 0.0247
O -0.2435 3.2930 0.1953
N -0.5167 1.5515 -1.2013
C -0.7582 0.1473 -1.5318
C -1.6555 0.2600 -2.7596
C -3.1071 0.5572 -2.3701
S -3.7622 1.8087 -3.5273
C -2.1873 2.0066 -4.4143
C -1.0904 1.4845 -3.4933
C 0.1740 1.1512 -4.2804
C -0.7732 2.4424 -2.3357
C 0.6154 1.6540 2.3864
N 1.2311 0.3281 2.4349
C 2.3424 0.0339 3.1606
O 2.8171 0.8610 3.9165
C 2.9210 -1.3851 3.1194
C 2.9472 -2.1294 1.7762
C 1.7694 -3.0955 1.8695
C 0.9520 -3.5095 0.6840
C 1.8804 -4.4945 1.3441
C 1.1284 -2.8146 3.2164
O 2.1583 -2.2195 3.9930
C 0.6573 -0.0999 1.1582
H -3.6595 2.0717 2.4259
H -2.0834 2.8329 2.7138
H -2.7748 2.8296 1.0807
H 0.1743 -0.3743 -1.7703
H -1.2461 -0.3734 -0.7088
H -1.6005 -0.6316 -3.3865
H -3.7188 -0.3424 -2.3958
H -3.1580 0.9647 -1.3588
H -2.1970 1.4379 -5.3449
H -2.0551 3.0604 -4.6625
H 0.5510 2.0371 -4.7941
H 0.9695 0.7919 -3.6242
H -0.0245 0.3815 -5.0287
H -1.6128 3.1009 -2.1016
H 0.0931 3.0710 -2.5469
H 1.3083 2.4447 2.0947
H 0.0957 1.9410 3.2988
H 3.9120 -1.2880 3.5576
H 2.8846 -1.4575 0.9195
H 3.8853 -2.6768 1.6888
H -0.1133 -3.6464 0.8285
H 1.2324 -3.1206 -0.2872
H 2.7882 -4.7624 0.8195
H 1.4398 -5.2910 1.9293
H 0.2734 -2.1320 3.1310
H 0.8011 -3.7153 3.7355
H 0.1514 -1.0642 1.1649
H 1.3671 -0.0598 0.3265